Entry 1:
{
  "formula": "C40H56CoGe2N2Se",
  "method": "ωB97M-V/def2-TZVPD",
  "species": ["Co", "C", "C", "C", "C", "C", "C", "C", "C", "C", "C", "H", "H", "H", "H", "H", "H", "H", "H", "H", "H", "H", "H", "H", "H", "H", "C", "Ge", "C", "C", "Ge", "C", "C", "C", "C", "C", "C", "C", "C", "C", "C", "C", "C", "H", "H", "H", "H", "H", "H", "H", "H", "H", "H", "H", "H", "H", "H", "H", "H", "H", "H", "H", "C", "C", "C", "C", "N", "C", "Se", "N", "C", "C", "C", "C", "C", "C", "C", "C", "C", "C", "H", "H", "H", "H", "H", "H", "H", "H", "H", "H", "H", "H", "H", "H", "H", "H", "H", "H", "H", "H", "H", "H"],
  "xyz": [[-0.33824, 0.80768, 1.07281], [-0.48003, 0.28966, 3.12620], [-0.93125, 1.67266, 2.95561], [-2.05440, 1.64591, 2.12255], [-2.34819, 0.27266, 1.80557], [-1.38531, -0.55168, 2.41783], [-1.37553, -2.05060, 2.46344], [-3.63849, -0.16945, 1.19765], [-2.90705, 2.82021, 1.75717], [-0.44403, 2.89179, 3.68413], [0.46600, -0.23674, 4.16028], [-1.95128, -2.41608, 3.31868], [-0.35981, -2.43661, 2.56348], [-1.81661, -2.48564, 1.56432], [-4.44389, 0.06055, 1.89927], [-3.65984, -1.24275, 1.00484], [-3.86428, 0.36151, 0.27452], [-3.65760, 3.00289, 2.53162], [-3.43689, 2.65058, 0.81858], [-2.31725, 3.72943, 1.64755], [-1.28920, 3.54370, 3.90753], [0.28445, 3.47048, 3.11717], [0.02713, 2.62114, 4.62812], [-0.09490, -0.84476, 4.87407], [0.93999, 0.56662, 4.71709], [1.24780, -0.86631, 3.73458], [2.64040, 0.36273, -2.50025], [2.84971, 1.74065, -1.12582], [4.77314, 1.92497, -0.83533], [1.97596, 3.32359, -1.88748], [2.01156, 1.24651, 1.14967], [2.66597, 2.74636, 2.24757], [2.79446, 2.68126, 3.63944], [3.31353, 3.74015, 4.37254], [3.71163, 4.90343, 3.72654], [3.58178, 4.99789, 2.34930], [3.06125, 3.93154, 1.62248], [3.07426, -0.33601, 1.64336], [3.73157, -0.46747, 2.87005], [4.46649, -1.60748, 3.17618], [4.56468, -2.64104, 2.25679], [3.93374, -2.52402, 1.02507], [3.19037, -1.38651, 0.72786], [3.05014, 0.79240, -3.41959], [1.59178, 0.12425, -2.67250], [3.19513, -0.55047, -2.27584], [5.28195, 2.11317, -1.78608], [5.14361, 0.98507, -0.41984], [5.01039, 2.73022, -0.13887], [2.08796, 3.29340, -2.97405], [2.38697, 4.26646, -1.52659], [0.90874, 3.30375, -1.65542], [2.48848, 1.79255, 4.17233], [3.40439, 3.65842, 5.44946], [4.11704, 5.73131, 4.29452], [3.88785, 5.90098, 1.83488], [2.96052, 4.04065, 0.55179], [3.71257, 0.34201, 3.58723], [4.97351, -1.68117, 4.13106], [5.13928, -3.52793, 2.49241], [4.04015, -3.31593, 0.29359], [2.71911, -1.29977, -0.24646], [-1.91428, 2.20698, -4.64805], [-2.51076, 0.79880, -4.72708], [-3.89879, 0.69342, -4.09305], [-3.88612, 0.72154, -2.56508], [-3.23849, -0.47714, -2.00892], [-2.00745, -0.56227, -1.47888], [-0.84951, 0.89910, -1.22390], [-1.76010, -1.84746, -1.17692], [-0.43523, -2.43911, -0.92900], [0.21431, -2.83956, -2.25156], [1.36265, -3.82895, -2.07754], [0.89188, -5.24025, -1.73316], [-2.87611, -2.61907, -1.51604], [-3.11860, -3.98302, -1.40555], [-4.35703, -4.42742, -1.83155], [-5.31668, -3.54243, -2.34834], [-5.06358, -2.18766, -2.46411], [-3.81509, -1.74918, -2.03885], [-1.00942, 2.28163, -5.25367], [-1.64387, 2.48367, -3.62681], [-2.62485, 2.94952, -5.02194], [-1.83283, 0.07900, -4.25296], [-2.58748, 0.49777, -5.77301], [-4.40030, -0.21747, -4.42784], [-4.51402, 1.53402, -4.42595], [-4.90169, 0.75393, -2.16905], [-3.34586, 1.58732, -2.19003], [-0.58126, -3.29893, -0.27541], [0.16403, -1.71098, -0.38859], [0.55835, -1.93377, -2.75613], [-0.55382, -3.28973, -2.88986], [2.04040, -3.46679, -1.30169], [1.93883, -3.85387, -3.00383], [0.32992, -5.26945, -0.79346], [1.73644, -5.92213, -1.61987], [0.24843, -5.63657, -2.52324], [-2.37825, -4.66727, -1.00731], [-4.59243, -5.48145, -1.76615], [-6.27616, -3.92934, -2.66808], [-5.80653, -1.50818, -2.86220]],
  "lowdin_spin": [2.008, -0.022, -0.004, 0.035, 0.004, 0.024, 0.007, 0.000, 0.007, 0.003, -0.001, 0.002, 0.001, 0.000, 0.000, 0.000, 0.000, 0.002, 0.000, 0.001, 0.000, 0.000, 0.000, -0.001, 0.000, 0.000, 0.000, -0.008, -0.005, -0.001, -0.055, -0.010, -0.003, 0.001, -0.004, 0.000, -0.005, -0.007, -0.005, 0.001, -0.005, 0.001, -0.004, 0.000, 0.000, 0.000, -0.001, 0.000, 0.000, 0.000, 0.000, 0.000, 0.000, 0.000, 0.000, 0.000, 0.000, 0.000, 0.000, 0.000, 0.000, 0.000, 0.000, 0.000, 0.000, 0.001, 0.001, 0.006, 0.026, 0.003, 0.002, 0.000, 0.000, 0.000, 0.000, 0.000, 0.000, 0.000, 0.000, 0.000, 0.000, 0.000, 0.000, 0.000, 0.000, 0.000, 0.000, 0.000, 0.001, 0.000, 0.003, 0.000, 0.000, 0.000, 0.000, 0.000, 0.000, 0.000, 0.000, 0.000, 0.000, 0.000],
  "spin_multiplicity": 3,
  "energy_ev": -261370.73893,
  "charge": 1,
  "s2": 2.12
}


Entry 2:
{
  "formula": "C40H57O3PtSe2",
  "method": "ωB97M-V/def2-TZVPD",
  "species": ["Pt", "C", "C", "C", "C", "C", "C", "C", "Se", "C", "C", "C", "C", "C", "C", "O", "C", "C", "C", "C", "C", "C", "C", "C", "C", "O", "C", "C", "C", "C", "C", "C", "H", "H", "H", "H", "H", "H", "H", "H", "H", "H", "H", "H", "H", "H", "H", "H", "H", "H", "H", "H", "H", "H", "H", "H", "H", "H", "H", "H", "H", "H", "H", "H", "H", "H", "H", "H", "H", "H", "H", "H", "C", "C", "C", "C", "C", "C", "Se", "C", "C", "C", "H", "H", "H", "H", "H", "H", "H", "H", "H", "H", "H", "C", "C", "C", "O", "H", "H", "H", "H", "H", "H"],
  "xyz": [[1.74385, -0.53224, -0.45056], [-3.62027, 5.57066, -0.11133], [-3.40422, 4.35545, -1.01500], [-3.27703, 4.85430, -2.46366], [-4.64576, 3.45729, -0.91046], [-2.14913, 3.56869, -0.63635], [-1.83003, 2.39825, -1.30508], [-0.67031, 1.70031, -1.00812], [-0.34395, 0.04208, -1.92858], [-1.50788, -1.11051, -0.91261], [-2.87207, -1.05134, -1.13640], [-3.74754, -1.82676, -0.39137], [-3.17778, -2.65249, 0.58005], [-1.81340, -2.75219, 0.81946], [-0.91558, -1.96432, 0.03928], [0.37907, -2.04883, 0.19306], [-1.26873, -3.65711, 1.93216], [-0.26825, -4.67940, 1.37028], [-2.37272, -4.44809, 2.64073], [-0.56915, -2.77606, 2.97887], [-5.25178, -1.75528, -0.64821], [-5.54932, -2.17309, -2.09732], [-5.74707, -0.31714, -0.43687], [-6.04526, -2.67341, 0.28233], [0.27750, 2.14545, -0.05904], [1.42316, 1.56155, 0.12601], [-0.07976, 3.32160, 0.67545], [-1.25762, 3.98188, 0.35810], [0.83450, 3.81538, 1.80418], [2.23557, 4.15351, 1.27076], [0.29013, 5.07301, 2.48935], [0.94440, 2.70976, 2.86734], [-4.51757, 6.10669, -0.43045], [-3.75701, 5.27117, 0.93085], [-2.77740, 6.26335, -0.16497], [-4.16194, 5.43256, -2.74991], [-2.39470, 5.48888, -2.57394], [-3.17671, 4.01674, -3.15684], [-5.55371, 4.03418, -1.11410], [-4.59979, 2.63963, -1.63162], [-4.72460, 3.02197, 0.08797], [-2.48549, 2.00722, -2.07719], [-3.24058, -0.38132, -1.90605], [-3.83934, -3.25912, 1.17958], [-0.75030, -5.31806, 0.62457], [0.57432, -4.17698, 0.90077], [0.10327, -5.31665, 2.17970], [-2.91752, -5.09129, 1.94462], [-1.91675, -5.08469, 3.40304], [-3.08644, -3.79050, 3.14330], [0.23186, -2.20124, 2.51830], [-1.28176, -2.07715, 3.42513], [-0.14913, -3.39922, 3.77735], [-5.04178, -1.51636, -2.80648], [-5.20959, -3.19497, -2.27993], [-6.62458, -2.12173, -2.29675], [-5.26055, 0.36956, -1.13044], [-6.82774, -0.25528, -0.60042], [-5.52678, 0.02102, 0.57795], [-5.74922, -3.71810, 0.16150], [-5.90822, -2.39458, 1.32992], [-7.10953, -2.59485, 0.04808], [-1.49586, 4.87771, 0.91092], [2.17763, 4.93346, 0.50618], [2.86358, 4.51992, 2.09037], [2.70632, 3.27609, 0.83286], [0.20271, 5.90863, 1.78942], [-0.68698, 4.89329, 2.94550], [0.97996, 5.37005, 3.28307], [1.36895, 1.80290, 2.43932], [1.58574, 3.04605, 3.69121], [-0.04284, 2.47175, 3.27288], [7.14597, -3.09561, -5.05010], [6.35907, -2.34848, -4.00197], [5.28345, -1.54286, -4.33796], [4.56923, -0.81979, -3.38294], [3.43021, 0.05094, -3.83089], [4.94232, -0.91121, -2.03343], [4.06991, 0.14119, -0.67234], [6.03200, -1.72493, -1.67655], [6.46428, -1.87641, -0.24047], [6.71548, -2.42804, -2.66145], [6.67162, -3.01686, -6.02924], [7.23679, -4.15412, -4.79706], [8.15675, -2.68863, -5.13301], [4.98421, -1.46949, -5.38000], [3.23119, -0.08073, -4.89563], [3.64748, 1.10438, -3.63586], [2.52623, -0.18144, -3.26941], [5.70197, -2.41502, 0.32752], [6.59140, -0.90570, 0.23812], [7.40226, -2.43072, -0.17521], [7.55133, -3.06070, -2.37307], [3.08182, -0.53364, 4.55106], [2.90567, -0.99673, 3.12044], [3.87023, -2.04646, 2.63345], [2.01566, -0.55502, 2.43540], [4.13735, -0.43064, 4.80978], [2.64586, -1.28666, 5.21420], [2.55966, 0.40925, 4.70029], [3.92024, -2.86741, 3.35346], [4.86358, -1.60031, 2.54485], [3.56330, -2.40977, 1.65633]],
  "lowdin_spin": [1.292, 0.000, 0.000, 0.000, 0.000, 0.001, 0.005, 0.010, 0.152, 0.011, 0.005, 0.004, 0.000, 0.004, 0.007, 0.104, 0.000, 0.000, 0.000, 0.000, 0.000, 0.000, 0.000, 0.000, 0.014, 0.146, 0.006, 0.001, 0.000, 0.001, 0.000, 0.000, 0.000, 0.000, 0.000, 0.000, 0.000, 0.000, 0.000, 0.000, 0.000, 0.003, 0.002, 0.000, 0.000, 0.000, 0.000, 0.000, 0.000, 0.000, 0.000, 0.000, 0.000, 0.000, 0.000, 0.000, 0.000, 0.000, 0.000, 0.000, 0.000, 0.000, 0.000, 0.000, 0.000, 0.001, 0.000, 0.000, 0.000, 0.000, 0.000, 0.000, 0.001, 0.003, -0.001, 0.007, 0.004, 0.021, 0.154, 0.007, 0.006, 0.000, 0.000, 0.000, 0.000, 0.000, 0.000, 0.002, 0.002, 0.000, 0.003, 0.000, 0.000, 0.000, 0.001, 0.001, 0.012, 0.000, 0.000, 0.000, 0.000, 0.000, 0.002],
  "spin_multiplicity": 3,
  "energy_ev": -182489.85134,
  "charge": -1,
  "s2": 2.01,
  "relative_energy_kj_mol": 25.4
}